The following is a DFT calculation (the ωB97M-V functional and the def2-TZVPD basis) of one molecule with the formula C19H15Cl2NO3S.

Last column: Löwdin charge in e.
Geometry (Å):
H: 3.37736 2.43185 -0.73499  0.102
H: -5.86713 -0.59290 -2.02863  0.104
C: -0.67047 2.08924 0.27403  -0.361
C: -8.07873 -1.33180 -0.97309  -0.086
H: 5.70738 1.68255 -1.03598  0.109
O: -7.20678 -1.80138 0.02724  -0.079
C: -2.97506 2.85298 0.64116  -0.381
C: -1.53524 1.05836 0.58719  -0.302
H: -3.44801 -0.34933 -2.11262  0.121
H: -3.85938 3.44835 0.75113  0.067
C: -3.69364 -1.97684 0.83273  -0.028
H: -5.53812 -2.59969 1.73073  0.120
H: -3.67308 0.85828 1.06729  0.112
H: -3.07718 -2.35578 1.63421  0.123
C: 4.38707 -1.17416 0.17735  -0.690
H: -1.09172 -2.09283 -0.04728  0.135
C: 0.76704 2.09757 -0.03111  -0.474
O: 1.32248 3.09134 -0.45487  0.049
C: 3.07945 -0.75914 0.34723  -0.045
C: 4.96573 1.00236 -0.64880  -0.090
H: -8.00713 -0.24583 -1.09139  0.096
H: -7.88508 -1.81705 -1.93494  0.096
C: -1.60242 -1.15509 -0.28350  -0.120
C: 3.66185 1.42435 -0.48195  0.000
C: -5.87075 -1.61753 -0.13203  -0.274
S: -1.49268 3.60774 0.23752  1.103
H: -9.08053 -1.59109 -0.63486  0.094
H: -1.28206 -0.81027 -1.27562  0.136
H: 2.35092 -1.45258 0.73909  0.112
C: -2.86027 1.50739 0.79952  -0.102
C: 5.34043 -0.29282 -0.32379  -0.700
H: 0.77254 0.16321 0.57708  0.125
Cl: 4.82263 -2.78992 0.59079  0.678
C: -5.06203 -2.11196 0.89520  0.007
C: -3.09246 -1.34135 -0.25113  -0.241
C: -5.27441 -0.98582 -1.21817  -0.011
O: -1.11451 -0.24274 0.70996  -0.077
C: 2.70349 0.54404 0.01916  -0.209
C: -3.89717 -0.84951 -1.26644  -0.035
Cl: 6.97350 -0.80174 -0.53993  0.667
N: 1.37461 0.89448 0.21026  0.149

Values from the calculation:
net charge = 0
strongest force on any atom = 0.64 eV Å⁻¹
LUMO energy = 0.3 eV
SMILES = COc1ccc(COc2ccsc2C(=O)Nc2ccc(Cl)c(Cl)c2)cc1
HOMO level = -8.379 eV
orbital gap = 8.66 eV